# 1
Molecular formula: H4N2O2S
Method: DFT, the ωB97M-V functional and the def2-TZVPD basis

Kohn-Sham gap (spin up / spin down) ... 7.21 / 7.63 eV
Highest occupied orbital energy (spin up / spin down) ... -9.34 / -9.35 eV
2S+1 ... 1
ΔE to the lowest compared entry with this formula, charge and spin ... 6.443 eV

Positions of all 9 atoms, in Å:
N  -0.2433  -0.2514  -1.3052
N  -0.7525  -0.0416  1.3924
O  2.5595  -0.9224  -0.2307
O  0.2012  1.7887  -0.1086
S  0.3477  0.3891  0.1437
H  0.1641  -1.0513  -1.7698
H  -0.3310  0.5307  -1.9517
H  -1.2824  -0.9198  1.6549
H  -0.6634  0.4780  2.1750

Löwdin population analysis, charges in e, atoms 1 to 4:
1 N -0.16
2 N -0.16
3 O -0.21
4 O -0.43

# 2
Molecular formula: H4N2OS2
Method: DFT, the ωB97M-V functional and the def2-TZVPD basis

Kohn-Sham gap ... 9.69 eV
Highest occupied orbital energy ... -9.63 eV
2S+1 ... 1
ΔE to the lowest compared entry with this formula, charge and spin ... 0.672 eV

Positions of all 9 atoms, in Å:
N  -1.7333  -0.6412  -0.9449
N  1.0473  -0.3316  0.5494
O  -1.4075  1.5660  0.1444
S  -1.4407  0.1299  0.3521
S  1.8968  0.9386  -0.2688
H  0.9775  1.9826  0.1028
H  -1.7445  -1.6455  -0.9867
H  0.8275  -1.0736  -0.1133
H  1.5770  -0.9252  1.1650

Löwdin population analysis, charges in e, atoms 1 to 4:
1 N -0.30
2 N -0.52
3 O -0.52
4 S 0.79

# 3
Molecular formula: H4N2OS2
Method: DFT, the ωB97M-V functional and the def2-TZVPD basis

Kohn-Sham gap (spin up / spin down) ... 8.57 / 8.57 eV
Highest occupied orbital energy (spin up / spin down) ... -8.68 / -8.68 eV
2S+1 ... 1
ΔE to the lowest compared entry with this formula, charge and spin ... 4.262 eV

Positions of all 9 atoms, in Å:
N  0.7707  -0.3647  -0.4818
N  -1.7238  -0.0731  0.6305
O  0.5807  -1.5503  -0.0988
S  2.1283  0.4584  0.3105
S  -0.8403  0.9038  -0.0574
H  0.8134  -0.3824  -1.4617
H  -2.0688  0.2067  1.4945
H  3.0651  -0.4886  0.2861
H  -1.1182  0.9486  -1.3939

Löwdin population analysis, charges in e, atoms 1 to 4:
1 N -0.78
2 N -0.39
3 O -0.23
4 S 0.74

no.,electronic energy (Ha)
1,-660.33762
2,-983.45029
3,-983.31834